[1]
Below is 3 unconnected molecules or ions with the total composition C3H11NO4, with properties calculated with ωB97M-V with the def2-TZVPD basis set.

As for the total energy: -476.62124 hartree. As for the SMILES: NCCC(=O)O.O.O. As for the frontier orbital gap: 0.3782 Ha. The calculation puts the LUMO energy at 0.49 eV. The value obtained for the energy above the lowest of the compared OMol25 structures with the same formula, charge and spin is 1.5353 eV.

```
19
C3H11NO4 ωB97M-V with the def2-TZVPD basis set
C 0.35181 -1.34631 0.54026
C 1.19359 -0.16840 0.05922
C 0.86086 0.16629 -1.37348
O 1.44144 1.30477 -1.75663
O 0.02225 -0.41763 -2.01131
N 1.07070 -2.04848 1.64078
H 0.20218 -1.98947 -0.32195
H -0.64618 -1.21385 0.94667
H 2.24285 -0.28026 0.27242
H 0.96050 0.66296 0.73670
H 1.29277 1.53400 -2.68307
H 1.34909 -2.99599 1.39737
H 0.40272 -2.27032 2.37418
H -2.47971 0.14502 -1.58749
H -2.92399 -0.15464 -0.14035
O -2.79719 0.55401 -0.77592
H -0.50720 2.68390 1.59709
H -1.22383 2.61731 0.22633
O -0.81266 3.21711 0.85920
```

Formally, the natural (NBO) partial charges of the atoms, in units of the elementary charge, are as follows:
1. C -0.225
2. C -0.542
3. C 0.807
4. O -0.676
5. O -0.615
6. N -0.842
7. H 0.200
8. H 0.188
9. H 0.256
10. H 0.240
11. H 0.499
12. H 0.356
13. H 0.350
14. H 0.485
15. H 0.470
16. O -0.953
17. H 0.465
18. H 0.483
19. O -0.946

[2]
Below is a molecular structure, C3H11NO4, with properties calculated with ωB97M-V with the def2-TZVPD basis set.

As for the total energy: -476.25665 hartree. As for the spin multiplicity: 2. As for the expectation value of S²: 0.755. As for the frontier orbital gap (spin up / spin down): 0.4161 / 0.2055 Ha. As for the charge: +1. The calculation puts the LUMO energy (spin up / spin down) at -3.29 / -9.02 eV. The value obtained for the energy above the lowest of the compared OMol25 structures with the same formula, charge and spin is 1.9510 eV.

```
19
C3H11NO4 ωB97M-V with the def2-TZVPD basis set
H -0.43514 -0.97891 -1.39750
O 0.26960 -1.67052 -2.21647
O -0.89065 -0.05460 -0.89435
H 0.51359 -2.09186 -1.39473
H 0.70761 -1.48681 -3.06612
C -0.36612 0.00004 0.28244
O 0.39204 -0.83105 0.72421
C -0.68298 1.28027 1.08892
H 0.15331 1.99017 0.88175
N -0.54597 1.10556 2.50321
H -1.43048 0.82744 2.94392
H 0.12457 0.35744 2.72657
C -2.00052 1.99977 0.75515
H -2.04419 3.04311 1.07365
H -1.95605 2.16975 -0.31621
H -2.84884 1.46311 1.19266
O 3.15656 -1.19372 -1.42777
H 3.31429 -0.87177 -0.53865
H 2.38467 -1.75360 -1.39845
```

Formally, the natural (NBO) partial charges of the atoms, in units of the elementary charge, are as follows:
1. H 0.510
2. O -0.940
3. O -0.632
4. H 0.534
5. H 0.578
6. C 0.797
7. O -0.612
8. C -0.203
9. H 0.310
10. N -0.292
11. H 0.406
12. H 0.423
13. C -0.637
14. H 0.255
15. H 0.269
16. H 0.233
17. O -0.923
18. H 0.477
19. H 0.446

[3]
Below is a gas-phase ion, C3H11NOP (charge +1), with properties calculated with ωB97M-V with the def2-TZVPD basis set.

As for the total energy: -591.95582 hartree. As for the SMILES: C[NH2+][C@H](C)PO. As for the frontier orbital gap: 0.3659 Ha. As for the charge: +1. The calculation puts the LUMO energy at -3.36 eV. The value obtained for the energy above the lowest of the compared OMol25 structures with the same formula, charge and spin is 2.5127 eV.

```
17
C3H11NOP ωB97M-V with the def2-TZVPD basis set
C -0.42252 -1.70897 0.16550
C 1.31709 1.64201 0.58030
C -0.15742 -0.18117 0.23757
N 1.22120 0.16751 0.51623
O -2.32522 -0.24118 -1.28899
P -0.83708 0.37873 -1.43240
H -0.50825 -2.11596 -0.90495
H -1.30450 -2.14498 0.68125
H 0.50724 -2.31352 0.59034
H 0.47074 1.90674 1.16637
H 2.21445 2.01332 1.01153
H 1.40128 1.94340 -0.36769
H -0.84606 0.07749 0.97434
H 1.81659 -0.20956 -0.18966
H 1.44570 -0.22560 1.38493
H -2.79034 -0.64059 -1.99682
H -1.20292 1.65233 -1.12784
```

Formally, the natural (NBO) partial charges of the atoms, in units of the elementary charge, are as follows:
1. C -0.654
2. C -0.402
3. C -0.393
4. N -0.466
5. O -0.988
6. P 0.902
7. H 0.239
8. H 0.271
9. H 0.221
10. H 0.234
11. H 0.245
12. H 0.224
13. H 0.248
14. H 0.438
15. H 0.433
16. H 0.527
17. H -0.079

[4]
Below is 2 unconnected molecules or ions with the total composition C3H11NOS, with properties calculated with ωB97M-V with the def2-TZVPD basis set.

As for the total energy: -649.02502 hartree. As for the SMILES: NCCCS.O. As for the frontier orbital gap: 0.3494 Ha. The calculation puts the LUMO energy at 0.60 eV. The value obtained for the energy above the lowest of the compared OMol25 structures with the same formula, charge and spin is 1.5511 eV.

```
17
C3H11NOS ωB97M-V with the def2-TZVPD basis set
C 1.14036 -0.39444 0.24269
C -0.14402 -0.82565 -0.61734
C -1.16533 -1.62504 0.23022
S -2.71363 -1.91917 -0.86159
N 0.86614 0.34634 1.59211
H 1.59173 -1.36218 0.42373
H 1.75759 0.27237 -0.30203
H 0.38212 -1.28945 -1.40551
H -0.73506 -0.01426 -1.06486
H -0.84417 -2.65433 0.35795
H -1.10921 -1.28433 1.35468
H -3.19557 -0.77917 -0.37047
H 0.66107 1.29345 1.34202
H 1.75252 0.33756 2.11545
H -0.16962 3.14921 -0.72624
H 1.33317 3.64912 -1.00892
O 0.59192 3.09996 -1.30190
```

Formally, the natural (NBO) partial charges of the atoms, in units of the elementary charge, are as follows:
1. C -0.216
2. C -0.425
3. C -0.513
4. S -0.065
5. N -0.855
6. H 0.183
7. H 0.188
8. H 0.211
9. H 0.201
10. H 0.204
11. H 0.262
12. H 0.123
13. H 0.346
14. H 0.356
15. H 0.477
16. H 0.479
17. O -0.955

[5]
Below is 2 unconnected molecules or ions with the total composition C3H11NOS2, with properties calculated with ωB97M-V with the def2-TZVPD basis set.

As for the total energy: -1047.20080 hartree. As for the SMILES: NCCCSS.O. As for the frontier orbital gap: 0.3206 Ha. The calculation puts the LUMO energy at 0.24 eV. The value obtained for the energy above the lowest of the compared OMol25 structures with the same formula, charge and spin is 1.8112 eV.

```
18
C3H11NOS2 ωB97M-V with the def2-TZVPD basis set
S -2.60159 1.14298 1.39274
S -1.69318 1.69668 -0.48808
C -0.39286 0.62290 -0.72668
C -0.63986 -0.91495 -0.84482
C 0.57017 -1.78329 -0.34934
N 0.43648 -3.27571 -0.24055
H -2.38815 -0.15325 1.10944
H 0.07181 0.86755 -1.68187
H 0.33053 0.88852 0.14654
H -1.49436 -1.30252 -0.33350
H -0.93605 -1.24048 -1.87090
H 1.29014 -1.45131 -1.04507
H 0.96656 -1.46312 0.59065
H 1.39104 -3.70132 0.03742
H -0.49629 -3.35515 0.27428
H 2.24713 4.32566 2.06623
H 1.68654 4.32465 0.55598
O 1.65196 4.77215 1.40753
```

Formally, the natural (NBO) partial charges of the atoms, in units of the elementary charge, are as follows:
1. S -0.144
2. S 0.160
3. C -0.618
4. C -0.416
5. C -0.213
6. N -0.884
7. H 0.125
8. H 0.251
9. H 0.222
10. H 0.189
11. H 0.218
12. H 0.176
13. H 0.163
14. H 0.394
15. H 0.376
16. H 0.476
17. H 0.474
18. O -0.950

[6]
Below is 2 unconnected molecules or ions with the total composition C3H11NOS2, with properties calculated with ωB97M-V with the def2-TZVPD basis set.

As for the total energy: -1047.25586 hartree. As for the SMILES: NCCCSS.O. As for the frontier orbital gap: 0.3526 Ha. The calculation puts the LUMO energy at 0.45 eV. The value obtained for the energy above the lowest of the compared OMol25 structures with the same formula, charge and spin is 0.3129 eV.

```
18
C3H11NOS2 ωB97M-V with the def2-TZVPD basis set
S 3.72818 0.19980 0.08711
S 1.89997 0.53296 1.01998
C 0.73789 0.25513 -0.35996
C -0.64521 -0.14173 0.10018
C -1.36966 0.96869 0.88014
N -1.22474 0.74879 2.33229
H 3.92456 -1.00685 0.63647
H 1.18809 -0.52625 -0.96858
H 0.65693 1.15592 -0.98901
H -0.76937 -1.02909 0.72652
H -1.24572 -0.28365 -0.79606
H -2.44215 0.93062 0.65746
H -0.99891 1.95066 0.56724
H -1.49545 1.59860 2.81983
H -0.23181 0.66096 2.54467
H -0.48442 -2.44426 -3.72791
H -0.40646 -1.35840 -2.67300
O -0.82173 -2.21191 -2.85736
```

Formally, the natural (NBO) partial charges of the atoms, in units of the elementary charge, are as follows:
1. S -0.129
2. S 0.063
3. C -0.527
4. C -0.436
5. C -0.216
6. N -0.827
7. H 0.132
8. H 0.225
9. H 0.211
10. H 0.233
11. H 0.215
12. H 0.191
13. H 0.163
14. H 0.354
15. H 0.347
16. H 0.469
17. H 0.464
18. O -0.932

[7]
Below is 2 unconnected molecules or ions with the total composition C3H11NOS2, with properties calculated with ωB97M-V with the def2-TZVPD basis set.

As for the total energy: -1047.25449 hartree. As for the SMILES: C[C@@H](N)CSS.O. As for the frontier orbital gap: 0.3377 Ha. The calculation puts the LUMO energy at 0.41 eV. The value obtained for the energy above the lowest of the compared OMol25 structures with the same formula, charge and spin is 0.3503 eV.

```
18
C3H11NOS2 ωB97M-V with the def2-TZVPD basis set
N -0.56850 -0.95470 1.36874
C 0.26128 -1.40284 0.21956
C 1.75118 -1.35773 0.66624
C 0.13228 -0.45657 -0.96430
S -1.52323 -0.65370 -1.74667
S -2.10903 1.28690 -2.00871
H -1.13477 -0.17864 1.06361
H -1.20327 -1.69807 1.65980
H 0.03325 -2.43579 -0.04527
H 1.80647 -0.46396 1.28265
H 1.96639 -2.23053 1.25774
H 2.36974 -1.18854 -0.21150
H 0.18894 0.58825 -0.72891
H 0.85087 -0.77212 -1.72986
H -3.11558 1.46115 -1.12913
H 0.72799 3.98157 0.26890
H -0.65551 3.30384 0.58266
O 0.22148 3.17147 0.19444
```

Formally, the natural (NBO) partial charges of the atoms, in units of the elementary charge, are as follows:
1. N -0.843
2. C -0.065
3. C -0.609
4. C -0.531
5. S 0.070
6. S -0.144
7. H 0.356
8. H 0.362
9. H 0.183
10. H 0.221
11. H 0.212
12. H 0.198
13. H 0.250
14. H 0.221
15. H 0.117
16. H 0.475
17. H 0.475
18. O -0.948